[1]
{
  "formula": "CN2O3S",
  "method": "ωB97M-V/def2-TZVPD",
  "species": ["C", "N", "N", "O", "O", "O", "S"],
  "coordinates": [[-0.3697, -0.0824, -0.4555], [0.4726, -0.4189, -1.2228], [-0.1515, 0.1133, 0.9648], [1.1428, -0.6248, -2.1670], [-0.5946, -0.7160, 1.6640], [0.6339, 0.9621, 1.2545], [-2.1134, 1.5323, -0.5024]],
  "atomic_forces_ev_per_a": [[-0.88, 1.07, 0.00], [-0.03, 0.35, -1.21], [1.99, -0.45, -0.79], [-0.07, -0.29, 0.41], [-1.73, -1.68, 1.74], [0.38, 1.48, 0.23], [0.33, -0.48, -0.38]],
  "nbo_charge": [0.14, 0.26, 0.52, -0.21, -0.30, -0.32, -0.08],
  "total_charge": 0,
  "spin_multiplicity": 1,
  "orbital_gap_ev": [6.6, 6.7],
  "e_homo_ev": [-10.09, -10.10]
}

[2]
{
  "formula": "CN3O2S",
  "method": "ωB97M-V/def2-TZVPD",
  "species": ["C", "N", "N", "N", "O", "O", "S"],
  "coordinates": [[2.1302, 0.0749, 0.1668], [2.7143, 0.6558, 0.9805], [-0.8283, 0.1106, -0.9956], [-1.5436, -0.0533, -0.0160], [-1.2294, -0.5310, 1.0716], [-2.5929, 0.7234, -0.3410], [1.3497, -0.9804, -0.8663]],
  "atomic_forces_ev_per_a": [[-0.09, -0.50, 0.38], [0.12, 0.42, -0.10], [2.41, -0.58, -2.77], [-0.47, 2.18, 1.93], [-1.36, -0.31, -0.24], [0.84, -1.82, 1.02], [-1.45, 0.61, -0.22]],
  "nbo_charge": [0.05, -0.44, -0.06, 0.46, -0.46, -0.50, -0.06],
  "total_charge": -1,
  "spin_multiplicity": 1,
  "orbital_gap_ev": [7.5, 7.5],
  "e_homo_ev": [-5.00, -5.01]
}

[3]
{
  "formula": "CN3O4S",
  "method": "ωB97M-V/def2-TZVPD",
  "species": ["C", "N", "N", "N", "O", "O", "O", "O", "S"],
  "coordinates": [[-1.0869, -1.7857, -0.9268], [-1.8354, -2.3400, -1.5901], [-0.5474, -0.8752, -0.1540], [0.7028, -0.6423, -0.3937], [0.4040, 2.0163, 2.5067], [1.3303, -1.4812, -1.0384], [1.1957, 0.4104, 0.1059], [0.0140, 2.9204, 0.2884], [-0.1770, 1.7772, 1.2021]],
  "atomic_forces_ev_per_a": [[-0.13, 0.71, 0.16], [-0.89, -1.53, -1.00], [-0.50, 1.37, 1.23], [-0.20, -1.09, 0.11], [0.14, -0.53, -0.19], [1.30, 0.90, -0.19], [0.92, -0.73, -0.44], [-0.30, -1.64, 0.92], [-0.33, 2.54, -0.60]],
  "nbo_charge": [0.41, -0.45, -0.48, 0.62, -0.91, -0.46, -0.50, -0.91, 1.70],
  "total_charge": -1,
  "spin_multiplicity": 1,
  "orbital_gap_ev": 9.5,
  "e_homo_ev": -5.96
}

[4]
{
  "formula": "CN5O2",
  "method": "ωB97M-V/def2-TZVPD",
  "species": ["C", "N", "N", "N", "N", "N", "O", "O"],
  "coordinates": [[0.0703, 0.1117, -0.0130], [-0.8029, -1.1091, -1.5621], [-0.0133, -0.1158, -1.2856], [-0.9726, -1.1200, 0.6201], [-1.3035, -1.6469, -0.4419], [0.7936, 1.0260, 0.6926], [0.5632, 1.1849, 1.8919], [1.6653, 1.6692, 0.0980]],
  "atomic_forces_ev_per_a": [[-4.07, -4.85, 0.86], [0.12, 0.00, -1.28], [0.87, 1.00, -0.08], [2.84, 3.49, -0.13], [-0.61, -0.66, 0.23], [1.09, 1.33, 0.58], [-0.12, -0.24, -0.18], [-0.13, -0.08, 0.01]],
  "nbo_charge": [0.16, -0.21, -0.23, -0.22, -0.11, 0.47, -0.43, -0.44],
  "total_charge": -1,
  "spin_multiplicity": 1,
  "orbital_gap_ev": [8.5, 8.5],
  "smiles": "[O-][N+]([O-])=C1N=NN=N1",
  "e_homo_ev": [-5.01, -5.01]
}

[5]
{
  "formula": "CNO4S",
  "method": "ωB97M-V/def2-TZVPD",
  "species": ["C", "N", "O", "O", "O", "O", "S"],
  "coordinates": [[-1.3459, -0.1486, 0.1519], [1.0902, 0.3060, -0.0836], [0.0695, 0.7612, 0.5720], [-1.0518, -1.2301, -0.2200], [2.1556, -0.0051, 0.5111], [1.0513, 0.2074, -1.2734], [-2.4979, 0.9127, 0.3974]],
  "atomic_forces_ev_per_a": [[0.93, -1.18, -0.80], [3.33, -0.64, 0.83], [0.58, -0.22, 0.42], [-0.07, 0.13, 0.36], [-1.67, 0.60, 0.49], [-0.98, 0.15, -1.74], [-2.11, 1.16, 0.44]],
  "nbo_charge": [0.49, 0.72, -0.46, -0.57, -0.49, -0.42, -0.26],
  "total_charge": -1,
  "spin_multiplicity": 1,
  "orbital_gap_ev": 8.4,
  "smiles": "O=[N+]([O-])OC([O-])=S",
  "e_homo_ev": -4.86
}

[6]
{
  "formula": "CO5S",
  "method": "ωB97M-V/def2-TZVPD",
  "species": ["C", "O", "O", "O", "O", "O", "S"],
  "coordinates": [[1.0416, 0.3267, -0.4892], [1.7092, 1.0528, 0.2853], [-0.5649, -1.7310, 0.4631], [1.1200, -0.0324, -1.6601], [-0.8301, 0.3840, 1.6794], [-1.7923, 0.2163, -0.6072], [-0.6835, -0.2163, 0.3287]],
  "atomic_forces_ev_per_a": [[-0.88, 1.30, 1.14], [-0.15, -1.00, -1.12], [-0.31, 1.82, -0.50], [0.60, -0.07, 0.09], [0.09, 0.06, -0.75], [1.35, -0.56, 1.03], [-0.71, -1.55, 0.11]],
  "nbo_charge": [0.61, -0.77, -1.08, -0.75, -1.06, -1.07, 2.13],
  "total_charge": -2,
  "spin_multiplicity": 1,
  "orbital_gap_ev": 6.8,
  "smiles": "O=C([O-])S(=O)(=O)[O-]",
  "e_homo_ev": 0.30
}

The calculation returns the following relative energy (zero: lowest compared OMol25 entry of this formula, charge and spin) values, one per record and in order: 549.7; 191.1; 145.6; 459.5; 294.8; 0.0 kJ/mol.